The following is a quantum chemistry calculation of 12 unconnected molecules or ions with the total composition C63H143N7O12, from the OMol25 dataset.

Values from the calculation:
Molecular weight (g/mol): 1190.874
Relative energy (zero: lowest compared OMol25 entry of this formula, charge and spin) (kJ/mol): 612.96
SMILES: CC1(C)CCCC(C)(C)N1O.CC1(C)CCCC(C)(C)N1O.CC1(C)CCCC(C)(C)N1O.CC1(C)CCCC(C)(C)N1O.CC1(C)CCCC(C)(C)N1O.CC1(C)CCCC(C)(C)N1O.CC1(C)CCCC(C)(C)N1O.O.O.O.O.O

```
! RIJCOSX wB97M-V def2-TZVPD def2/J DEFGRID3
* xyz 0 1
O 7.048 -13.628 -24.854
O 6.650 -6.909 -10.906
O 3.065 -11.385 -22.398
O 5.425 -10.047 -31.996
O 15.125 1.532 -20.964
O 14.873 -6.956 -24.232
O 0.896 -1.235 -22.673
O 13.233 -11.428 -23.896
O 9.747 2.948 -18.235
O 2.579 -11.272 -13.372
O 8.736 -10.119 -19.614
O 5.622 -6.772 -22.447
N 8.850 4.015 -18.023
N -0.348 -1.519 -23.344
N 7.211 -5.753 -11.528
N 5.189 -8.951 -32.821
N 6.849 -6.475 -21.991
N 1.246 -11.348 -13.822
N 16.028 1.099 -21.995
C 5.684 -6.592 -33.456
C 10.545 5.353 -16.935
C 6.752 5.428 -16.592
C 7.859 -6.430 -23.085
C 8.550 -3.424 -12.425
C -1.050 -11.893 -13.380
C 15.563 -0.201 -22.631
C 0.541 -0.606 -25.382
C 0.262 -11.529 -12.699
C 7.397 3.669 -18.272
C 7.483 -4.215 -9.545
C 6.844 -5.441 -20.894
C 8.556 -7.164 -13.058
C 8.968 -4.814 -12.992
C 17.633 1.614 -23.900
C 6.981 -7.811 -31.714
C 9.304 -5.246 -21.377
C 9.192 4.631 -16.748
C -1.325 -2.304 -22.559
C -0.429 -10.648 -15.540
C 1.259 -9.004 -14.537
C 4.439 -6.593 -34.352
C 1.124 -2.978 -24.842
C 6.819 -4.504 -10.895
C 4.598 -7.246 -31.206
C 5.288 -4.559 -10.748
C 7.206 3.405 -19.795
C -1.258 -2.320 -25.534
C 6.401 4.934 -18.051
C 16.635 2.160 -22.789
C 0.655 -12.747 -11.841
C 7.571 -5.313 -24.184
C 9.261 -6.292 -22.457
C 6.448 -3.992 -21.231
C 7.100 -3.418 -11.941
C 16.638 -0.719 -23.623
C 7.863 -7.817 -23.788
C 5.554 -7.641 -32.316
C 4.229 -9.150 -33.915
C -1.884 -1.329 -21.451
C 8.559 -5.999 -12.090
C 4.406 -8.024 -35.012
C 0.081 -10.273 -11.808
C 17.621 2.902 -21.778
C 8.209 5.775 -16.428
C 14.092 -0.180 -23.267
C 0.942 -10.494 -14.960
C 5.820 -5.984 -19.809
C 15.539 -1.262 -21.482
C 9.598 -6.350 -11.075
C -2.541 -2.697 -23.421
C -2.154 -3.356 -24.788
C 9.217 3.571 -15.549
C 8.258 -5.463 -20.309
C 15.584 3.061 -23.468
C 17.121 0.339 -24.635
C 2.756 -9.225 -33.359
C 6.859 2.432 -17.389
C -0.728 -3.579 -21.966
C 0.000 -1.878 -24.728
C -1.470 -10.804 -14.433
C 4.572 -10.516 -34.657
C 1.897 -10.760 -16.157
H 16.197 -1.451 -24.300
H -0.230 0.144 -25.560
H 8.230 -8.114 -12.635
H 18.507 1.300 -23.330
H 0.682 -0.403 -22.245
H 3.186 -10.624 -22.966
H -1.783 -11.982 -12.578
H 2.267 -11.802 -22.722
H 6.633 4.645 -15.842
H 16.445 -1.413 -20.895
H 17.437 -1.288 -23.149
H 6.014 6.190 -16.342
H 6.681 -5.386 -24.809
H 18.038 2.235 -21.024
H 7.310 -6.818 -31.411
H 7.004 -2.412 -11.532
H 13.382 -0.578 -22.542
H 1.022 -9.897 -11.408
H 5.883 2.140 -17.774
H 1.615 -12.557 -11.360
H 8.433 -5.131 -24.827
H 10.054 -4.849 -13.084
H -0.607 -10.549 -11.009
H 3.997 -10.636 -35.575
H 9.671 -5.561 -10.326
H 9.607 -7.257 -22.086
H 8.359 -4.614 -19.634
H 1.872 -11.803 -16.474
H 7.166 -13.340 -25.759
H 9.561 2.593 -15.884
H 4.529 -7.970 -30.394
H 9.203 -4.300 -21.911
H -1.112 -0.926 -20.796
H 5.944 -5.613 -33.053
H 7.501 -4.307 -23.771
H 4.836 -5.121 -11.566
H 0.602 -13.711 -12.346
H 9.544 -7.340 -10.621
H 7.691 -7.089 -13.717
H 14.766 -0.972 -20.771
H -3.292 -1.907 -23.413
H 15.944 4.012 -23.860
H 3.608 -8.042 -35.755
H -0.580 -11.604 -16.041
H -0.950 -2.698 -26.509
H 14.012 -0.682 -24.231
H 9.625 -10.078 -19.261
H 3.585 -7.028 -31.544
H 16.365 0.572 -25.385
H 15.036 2.446 -24.182
H 13.615 -11.181 -24.738
H 10.612 -6.449 -11.462
H 3.531 -6.268 -33.844
H 8.520 -9.211 -19.827
H 10.010 -5.965 -23.178
H 4.782 -6.071 -20.128
H 10.238 -5.163 -20.822
H 8.738 -7.986 -24.416
H -1.655 -9.802 -14.046
H 2.304 -8.725 -14.672
H -2.522 -1.859 -20.744
H 4.395 -11.462 -34.145
H -0.441 -9.437 -12.275
H 5.623 -10.510 -34.946
H 1.770 -10.169 -17.064
H 11.365 4.639 -17.006
H 16.994 3.562 -21.179
H 1.303 -3.351 -25.850
H -0.288 -4.222 -22.729
H 7.964 -8.598 -23.035
H 8.509 -3.852 -9.604
H 10.769 6.187 -16.269
H 10.566 5.926 -17.863
H 14.977 -6.449 -25.038
H 8.366 6.702 -16.979
H 8.495 -4.902 -13.970
H 6.058 -10.499 -32.559
H 5.527 -3.885 -21.804
H 7.249 -3.424 -21.703
H 6.154 -3.479 -20.315
H 6.716 5.567 -18.880
H 6.562 -6.888 -34.031
H 6.417 -3.539 -12.782
H 6.906 -3.504 -8.954
H 5.342 -5.917 -22.782
H 1.356 -0.170 -24.804
H 5.365 -8.045 -35.529
H 5.336 4.752 -18.197
H 0.057 -3.435 -21.224
H 7.764 2.532 -20.134
H 4.947 -6.343 -30.707
H -2.407 -11.205 -14.818
H -3.084 -3.452 -22.854
H 7.712 4.197 -20.345
H -0.903 -12.854 -13.872
H -1.806 -1.391 -25.687
H -2.496 -0.479 -21.749
H 7.137 -6.842 -10.082
H 6.180 -6.989 -19.590
H 0.916 -8.785 -13.526
H 0.690 -8.386 -15.232
H 18.385 3.513 -22.259
H 5.855 -5.308 -18.954
H 7.566 -5.206 -9.100
H 9.948 3.990 -14.858
H -1.575 -4.248 -24.547
H 7.736 -8.100 -32.445
H 4.442 -5.858 -35.156
H 4.911 -4.941 -9.799
H 17.961 -0.001 -25.241
H 7.540 1.585 -17.468
H 8.415 -6.347 -19.690
H -0.723 -9.827 -16.194
H -0.021 -12.813 -10.989
H 6.955 -7.963 -24.373
H 2.595 -9.818 -32.459
H 2.951 -10.668 -15.894
H 2.541 -8.198 -33.062
H 10.294 3.253 -18.962
H 17.911 2.366 -24.640
H 9.321 -3.118 -11.717
H 14.660 -6.304 -23.564
H -1.469 -4.212 -21.478
H 6.796 2.717 -16.339
H 2.513 -10.561 -12.731
H 0.898 -3.927 -24.356
H 0.898 -0.773 -26.398
H 2.149 -2.782 -24.525
H 8.623 -2.706 -13.242
H 8.307 3.339 -14.996
H 2.018 -9.566 -34.085
H 15.349 -2.269 -21.854
H 9.449 -7.096 -13.680
H 6.153 3.247 -20.031
H 13.841 0.867 -23.436
H 8.195 6.146 -15.403
H 13.787 -10.997 -23.246
H 6.589 -12.903 -24.430
H 7.223 -8.448 -30.863
H 4.861 -3.558 -10.790
H 14.834 3.430 -22.768
H 15.589 1.282 -20.162
H -3.046 -3.687 -25.320
*
```